Entry 1:
Molecular formula: C4H2O2
Method: DFT, wB97M-V/def2-TZVPD

frontier orbital gap (spin up / spin down)	7.106 / 8.006	eV
E_LUMO (spin up / spin down)	-2.720 / -2.335	eV
total charge	0

Last column: Löwdin charge in e.
CARTESIAN COORDINATES (ANGSTROEM)
C: 2.5640 -0.0790 -0.0170  -0.151
C: 2.9261 1.0367 0.0175  -0.043
C: -1.4843 0.4963 -0.1930  -0.210
C: 0.1759 -1.2427 -0.0812  0.106
O: -2.4014 0.0934 0.5065  0.129
O: -0.5590 -0.4002 -0.7474  -0.085
H: -1.1225 1.3985 -0.6049  0.144
H: -0.0988 -1.3029 1.1196  0.111

Entry 2:
Molecular formula: C30H34EuN9O2P
Method: DFT, wB97M-V/def2-TZVPD

spin multiplicity	8
frontier orbital gap (spin up / spin down)	5.114 / 5.139	eV
E_LUMO (spin up / spin down)	0.084 / 0.083	eV
total charge	0

Last column: Löwdin charge in e.
CARTESIAN COORDINATES (ANGSTROEM)
Eu: 0.1746 0.9412 0.5039  1.540
C: -1.0429 -4.2842 3.2558  -0.050
N: -0.1703 -3.1979 2.8298  -0.125
C: 1.2314 -3.2463 2.8084  -0.069
C: 1.6863 -2.0943 2.2907  -0.084
N: 0.5522 -1.2704 1.9475  -0.026
C: -0.5437 -1.9586 2.2683  -0.448
P: -2.2309 -1.2578 2.2994  1.110
C: -2.2060 0.4575 2.9558  -0.433
N: -1.3912 1.4232 2.4891  -0.056
C: -1.7261 2.6229 3.1478  -0.095
C: -2.8020 2.4025 3.9557  -0.050
N: -3.1396 1.0411 3.8449  -0.117
C: -4.3443 0.4316 4.4489  -0.031
C: -2.6798 -1.0890 0.5345  -0.451
N: -2.4006 -0.0591 -0.2673  0.012
C: -3.0926 -0.2659 -1.4941  -0.092
C: -3.7347 -1.4627 -1.4332  -0.070
N: -3.4814 -2.0198 -0.1875  -0.133
C: -3.9799 -3.2868 0.3221  -0.056
H: -0.7387 -4.5997 4.2666  0.093
H: -0.9864 -5.1641 2.6013  0.094
H: -2.0753 -3.9400 3.3582  0.059
H: 1.7729 -4.0776 3.2421  0.122
H: 2.6824 -1.7213 2.1926  0.091
H: -1.1241 3.4973 3.0227  0.096
H: -3.3997 3.0944 4.5234  0.116
H: -4.6633 1.0831 5.2468  0.079
H: -4.1408 -0.5599 4.8534  0.078
H: -5.1569 0.3641 3.7106  0.095
H: -3.0051 0.4609 -2.3097  0.109
H: -4.3476 -1.9501 -2.1995  0.126
H: -4.7800 -3.6426 -0.3477  0.091
H: -4.4449 -3.1555 1.3130  0.078
H: -3.2152 -4.0694 0.3227  0.086
C: -1.3694 5.2420 0.1843  -0.069
C: -0.6747 4.0144 -0.3979  -0.487
O: 0.1666 3.3093 0.3141  -0.297
C: -1.0733 3.8030 -1.7120  -0.081
C: -0.7735 2.7819 -2.6665  -0.333
C: -1.1064 3.0407 -4.1117  -0.055
N: -0.2142 1.6280 -2.2774  -0.042
N: 0.0607 0.7036 -3.1866  0.001
C: 0.6392 -0.4038 -2.6925  -0.488
O: 0.9038 -0.6172 -1.4594  -0.234
C: 1.0074 -1.4421 -3.6965  -0.156
C: 0.8707 -1.3069 -5.0713  -0.033
C: 1.3656 -2.3381 -5.9097  -0.100
C: 1.9447 -3.4853 -5.3938  -0.127
C: 2.0642 -3.6432 -4.0130  -0.101
C: 1.5774 -2.6337 -3.1866  -0.043
H: -0.8393 5.6453 1.0465  0.064
H: -2.3825 4.9838 0.4582  0.065
H: -1.4556 6.0345 -0.5751  0.072
H: -1.7634 4.5648 -2.0502  0.081
H: -0.3763 3.7022 -4.5548  0.074
H: -2.0653 3.4836 -4.1964  0.052
H: -1.0636 2.0817 -4.6522  0.057
H: 0.4509 -0.3796 -5.5070  0.110
H: 1.3241 -2.1901 -6.9937  0.095
H: 2.1739 -4.2937 -6.0772  0.090
H: 2.5312 -4.5478 -3.6097  0.096
H: 1.6606 -2.7124 -2.0977  0.100
C: 6.8688 0.9857 1.6590  -0.056
C: 5.4588 1.0876 1.1297  -0.258
C: 4.5919 2.1323 1.5403  -0.025
C: 3.2749 2.1935 1.0517  -0.128
N: 2.7457 1.1930 0.3203  -0.049
C: 3.5552 0.2106 -0.1337  -0.122
C: 4.8905 0.1219 0.2589  -0.025
H: 7.2679 1.9477 1.9366  0.068
H: 7.5274 0.5297 0.9021  0.083
H: 6.9260 0.3348 2.5496  0.089
H: 4.9600 2.9264 2.2317  0.118
H: 2.6498 3.0715 1.1980  0.098
H: 3.0874 -0.5195 -0.7870  0.094
H: 5.5562 -0.6868 -0.0880  0.116

Entry 3:
Molecular formula: C19H24N2O2
Method: DFT, wB97M-V/def2-TZVPD

frontier orbital gap	8.425	eV
E_LUMO	0.469	eV
total charge	0

Last column: Löwdin charge in e.
CARTESIAN COORDINATES (ANGSTROEM)
O: 0.3252 0.7426 2.8682  0.060
O: 3.1697 3.4227 -0.2938  -0.152
C: -0.1984 0.2153 1.8725  -0.360
C: -3.8993 0.4536 2.7644  -0.068
C: -2.4900 0.5746 2.8602  0.000
C: -4.4922 -0.2081 1.6955  -0.035
C: -1.6681 0.0571 1.8474  -0.075
C: -3.6929 -0.7718 0.6900  -0.148
C: -2.2854 -0.5926 0.7532  -0.055
N: 0.5451 -0.1922 0.7703  -0.011
C: -4.3187 -1.5646 -0.4314  -0.157
C: -3.4349 -1.7063 -1.6568  -0.178
C: 2.2772 0.3573 -1.9232  -0.107
C: 4.1820 -0.0086 -0.3929  -0.125
C: -0.0225 -1.3070 0.0749  -0.129
C: -1.9806 -2.0808 -1.2477  -0.152
C: 2.7160 -0.3797 -0.6260  -0.231
C: 2.5813 1.8772 -1.8522  -0.065
C: 4.3033 1.5193 -0.1138  -0.060
C: 1.9729 1.8214 0.5217  -0.017
C: -1.4255 -0.9506 -0.4349  -0.258
C: 1.9473 0.2467 0.6133  -0.163
N: 3.0238 2.2185 -0.4608  -0.512
H: -4.4957 0.8460 3.5921  0.103
H: -2.0209 1.0896 3.7368  0.130
H: -5.5765 -0.2536 1.6601  0.113
H: -4.5617 -2.5624 -0.0192  0.129
H: -5.2872 -1.1321 -0.6915  0.115
H: -3.8220 -2.4600 -2.3519  0.110
H: -3.4373 -0.7629 -2.2165  0.119
H: 1.2046 0.2624 -2.1169  0.103
H: 2.8344 0.0460 -2.8260  0.119
H: 4.5984 -0.5434 0.4750  0.119
H: 4.7397 -0.3380 -1.2421  0.102
H: -0.0455 -2.2009 0.7131  0.148
H: 0.5106 -1.5664 -0.8238  0.103
H: -1.4172 -2.1727 -2.1515  0.106
H: -1.9487 -3.0343 -0.6983  0.136
H: 2.5380 -1.4588 -0.7547  0.137
H: 3.3451 2.1429 -2.5695  0.128
H: 1.7419 2.4764 -2.1025  0.118
H: 4.4584 1.6451 0.9589  0.133
H: 5.1349 1.9968 -0.6530  0.139
H: 1.0072 2.1919 0.2162  0.139
H: 2.2237 2.2571 1.4974  0.142
H: -1.3053 -0.0855 -1.0626  0.152
H: 2.4458 -0.1273 1.5323  0.156

Relative energy (zero: lowest compared OMol25 entry of this formula, charge and spin) for every record listed, in sequence, given in eV: 9.678 0.000 3.186.